Molecular formula: C19H37N3O4S3
Method: DFT, the ωB97M-V functional and the def2-TZVPD basis

Summary:
E_HOMO: -7.72 eV
LUMO level: 0.09 eV
gap between HOMO and LUMO: 7.82 eV

```
! RIJCOSX wB97M-V def2-TZVPD def2/J DEFGRID3
* xyz 0 1
C -1.1626 0.2568 0.7737
O -0.5419 1.1926 -0.1038
H -1.3195 -0.6787 0.2393
H -0.4787 0.1046 1.6036
H -2.1221 0.6006 1.1714
H -0.8561 1.0671 -1.0030
N 0.3950 -3.6275 2.9563
C 1.3792 -2.6767 3.1245
C 1.4780 -1.9742 1.9544
C 0.6349 -2.6068 1.0089
C -0.0440 -3.6004 1.6667
H 0.0973 -4.2777 3.6599
H 1.7664 -2.5197 4.1172
H 2.0879 -1.0886 1.8588
H 0.5647 -2.3258 -0.0300
H -0.7757 -4.3065 1.3107
N 2.1475 2.1034 1.0916
C 2.5959 1.7200 2.3362
C 3.9601 1.7085 2.2942
C 4.3630 2.1328 0.9907
C 3.2084 2.3882 0.3023
H 1.1917 2.0744 0.7748
H 1.8875 1.5067 3.1198
H 4.6161 1.5243 3.1295
H 5.3580 2.2298 0.5912
H 3.1089 2.7477 -0.7095
N 1.0449 -0.6993 -3.0687
C 2.0027 0.1429 -2.5766
C 3.0724 -0.6147 -2.1870
C 2.7531 -1.9630 -2.4925
C 1.5199 -1.9920 -3.0856
H 0.1082 -0.3723 -3.2235
H 1.7974 1.1824 -2.3851
H 3.9576 -0.2492 -1.6949
H 3.3409 -2.8315 -2.2421
H 0.8891 -2.8318 -3.3205
C -3.9412 -3.0619 -4.9265
S -4.6556 -2.8481 -3.2802
O -5.1154 -4.1840 -2.8456
C -3.0755 -2.5747 -2.4805
H -4.7177 -3.2667 -5.6546
H -3.2996 -3.9437 -4.8236
H -3.2855 -2.2292 -5.1701
H -2.5443 -3.5289 -2.4480
H -3.1571 -2.2867 -1.4312
H -2.5163 -1.7932 -2.9939
C -2.1746 -0.6271 4.3173
S -0.5902 0.0182 4.8653
O -0.5894 1.4530 4.4984
C -0.8954 -0.1228 6.6131
H -2.9486 -0.1446 4.9169
H -2.2280 -1.7028 4.4861
H -2.2710 -0.3942 3.2636
H -1.4028 -1.0749 6.7882
H -1.5982 0.6320 6.9754
H 0.0459 -0.0292 7.1441
C -0.8220 4.4105 -1.8013
S 0.6585 4.4626 -2.8176
O 0.8500 3.1834 -3.5241
C -0.0045 5.6248 -4.0147
H -0.7355 3.5768 -1.1023
H -1.6903 4.2257 -2.4361
H -0.8979 5.3352 -1.2335
H -0.0741 6.6131 -3.5701
H -0.9634 5.2244 -4.3570
H 0.6138 5.6063 -4.9106
*
```

Atomic partial charges in e from the Mulliken method, atoms 1 to 4: atom 1 (C): -0.21, atom 2 (O): -0.45, atom 3 (H): 0.20, atom 4 (H): -0.14

---

Molecular formula: C19H38Ag5N2O5
Method: DFT, the ωB97M-V functional and the def2-TZVPD basis

Summary:
E_HOMO: -12.45 eV
LUMO level: -10.69 eV
gap between HOMO and LUMO: 1.76 eV

```
! RIJCOSX wB97M-V def2-TZVPD def2/J DEFGRID3
* xyz 3 1
Ag -2.1256 3.7187 -5.9877
Ag 3.8409 4.5918 -4.1623
Ag 3.4535 8.4989 -0.7170
Ag -0.7557 6.6239 2.8423
Ag -2.8189 8.7662 -2.2413
C -0.2643 4.2027 -1.3003
O -0.1872 3.3018 -2.1654
O -1.3591 4.6161 -0.9053
O 0.7209 4.7358 -0.7737
C 6.1296 -2.0651 0.5932
C 5.4087 -1.2068 1.6227
C 5.7225 -1.8174 3.0721
C 7.1312 -1.4628 3.5771
C 7.3638 0.0624 3.5309
C 6.9969 0.8023 2.1724
N 5.7170 0.2807 1.5830
O 5.3928 0.8258 0.3145
C 6.7248 2.2784 2.3845
C 8.1696 0.7407 1.1584
C 3.9131 -1.5169 1.3636
H 7.1848 -2.2063 0.8270
H 6.2195 -1.5582 -0.3675
H 5.7207 -3.0533 0.3828
H 4.9594 -1.5983 3.8190
H 5.7615 -2.8947 2.9108
H 7.8143 -1.8725 2.8330
H 7.3882 -1.9933 4.4940
H 8.4384 0.1799 3.6703
H 6.9603 0.5921 4.3939
H 6.6446 2.9100 1.4998
H 5.7653 2.2691 2.9016
H 7.4461 2.8267 2.9904
H 8.1213 1.4878 0.3661
H 9.1486 0.9898 1.5678
H 8.2216 -0.2506 0.7083
H 3.2681 -0.7060 1.7022
H 3.5008 -2.3590 1.9195
H 3.6483 -1.6500 0.3147
H 4.5676 1.2989 0.4442
C -8.1265 0.6639 -2.0306
C -7.2115 -0.3798 -1.2708
C -8.2073 -1.5935 -1.0957
C -7.4462 -2.9568 -0.7569
C -6.2710 -3.1522 -1.7346
C -5.2944 -1.9201 -2.0016
N -6.1107 -0.6779 -2.2244
O -5.3352 0.4752 -2.5587
C -4.4051 -1.8751 -0.6622
C -4.3160 -2.2335 -3.2743
C -6.8806 0.2120 0.0820
H -8.3633 0.4596 -3.0747
H -7.5121 1.5619 -2.0958
H -9.0565 0.9879 -1.5634
H -8.8683 -1.3991 -0.2511
H -8.6644 -1.7068 -2.0787
H -8.1642 -3.7769 -0.7645
H -7.1383 -2.8040 0.2775
H -6.7739 -3.2638 -2.6952
H -5.7682 -4.0928 -1.5099
H -3.6284 -2.6226 -0.5005
H -3.9424 -0.9294 -0.3802
H -4.9933 -2.1124 0.2242
H -3.7284 -1.3410 -3.4897
H -3.5576 -3.0147 -3.2227
H -4.8768 -2.4452 -4.1846
H -7.7640 0.5430 0.6281
H -6.1029 0.9456 -0.1306
H -6.5641 -0.6027 0.7333
H -4.8823 0.6614 -1.7330
*
```

Atomic partial charges in e from the Mulliken method, atoms 1 to 4: atom 1 (Ag): 0.95, atom 2 (Ag): 0.79, atom 3 (Ag): 0.60, atom 4 (Ag): 0.87

---

Molecular formula: C19H38AsBrN3O3RhSi2
Method: DFT, the ωB97M-V functional and the def2-TZVPD basis

Summary:
E_HOMO (alpha / beta): -13.53 / -14.36 eV
LUMO level (alpha / beta): -4.59 / -7.03 eV
gap between HOMO and LUMO (alpha / beta): 8.93 / 7.34 eV

```
! RIJCOSX wB97M-V def2-TZVPD def2/J DEFGRID3
* xyz 2 5
Rh 0.5209 0.5321 -0.1942
C -1.6066 4.9243 -0.7379
N -1.6568 4.2180 0.5428
C -2.3894 4.8611 1.6279
C -1.1662 2.9902 0.6288
O -0.6819 2.4025 -0.3616
C -1.2204 2.3150 1.9945
O -0.6530 1.0150 1.9209
C 0.0900 0.5915 3.0493
C 1.5855 0.5893 2.7259
O 1.9657 0.7027 1.5413
N 2.4390 0.4642 3.7289
C 2.0629 0.2150 5.1148
C 3.8784 0.5357 3.4738
H -1.4080 5.9775 -0.5535
H -0.8108 4.5108 -1.3469
H -2.5518 4.8319 -1.2746
H -2.3330 5.9386 1.5023
H -3.4424 4.5727 1.6164
H -1.9661 4.6187 2.6002
H -0.6738 2.9333 2.7105
H -2.2611 2.2239 2.3152
H -0.1149 1.2291 3.9089
H -0.2253 -0.4289 3.2773
H 1.0174 -0.0643 5.2077
H 2.6684 -0.6054 5.4982
H 2.2592 1.0932 5.7316
H 4.0568 1.0529 2.5381
H 4.3509 1.0822 4.2881
H 4.3148 -0.4630 3.4279
C 1.8193 -3.3531 0.4492
Si 0.0608 -3.6813 -0.1432
C -1.0378 -4.4379 1.1815
C -0.0488 -4.6194 -1.7650
As -0.7756 -1.4417 -0.5132
Si -2.6788 -1.4417 -2.0273
C -3.4066 0.2754 -1.7748
C -2.0477 -1.7815 -3.7626
C -3.7866 -2.8079 -1.3645
H 2.3169 -4.2803 0.7402
H 1.8150 -2.6868 1.3149
H 2.4160 -2.8855 -0.3369
H -0.7084 -5.4548 1.4060
H -2.0752 -4.4928 0.8474
H -1.0115 -3.8641 2.1090
H 0.3721 -5.6186 -1.6283
H 0.5059 -4.1322 -2.5679
H -1.0852 -4.7425 -2.0833
H -2.6756 1.0563 -1.9943
H -3.7337 0.3936 -0.7398
H -4.2736 0.4318 -2.4200
H -1.3739 -1.0013 -4.1201
H -2.8955 -1.8277 -4.4507
H -1.5270 -2.7383 -3.8177
H -4.0366 -2.6438 -0.3153
H -3.3169 -3.7888 -1.4556
H -4.7207 -2.8377 -1.9302
Br 1.5669 1.3950 -5.9513
C 2.2973 1.0786 -4.2412
C 3.6636 0.9070 -4.0698
C 4.1474 0.6723 -2.7924
C 3.2572 0.6200 -1.7351
N 1.9426 0.7810 -1.9136
C 1.4645 1.0069 -3.1387
H 4.3311 0.9622 -4.9190
H 5.2051 0.5266 -2.6257
H 3.5925 0.4568 -0.7185
H 0.3934 1.1366 -3.2346
*
```

Atomic partial charges in e from the Mulliken method, atoms 1 to 4: atom 1 (Rh): 0.79, atom 2 (C): -1.00, atom 3 (N): 0.14, atom 4 (C): -0.87

---

no.,largest force on an atom (eV/Å)
1,1.29
2,3.52
3,1.56